Molecular formula: C3H3LaO2
Method: DFT, the ωB97M-V functional and the def2-TZVPD basis

The geometry in XYZ format:
```
9
Properties=species:S:1:pos:R:3:forces:R:3
O -0.383 -0.889 -0.811 -1.25 -0.08 -0.48
C -0.136 0.335 -0.592 1.41 -3.94 3.44
C 0.660 0.223 0.640 0.93 3.44 -0.98
C 0.510 -1.114 1.043 0.32 -1.11 -0.81
H 1.353 0.989 0.990 -0.26 -0.25 0.62
H 0.005 -1.333 1.988 -0.38 -0.22 -0.14
H 1.096 -1.919 0.595 -0.03 0.02 0.06
O -0.624 1.342 -1.122 -3.12 3.55 -3.64
La -2.482 2.367 -2.730 2.39 -1.41 1.93
```
Forces are in eV/Å.

## Properties
Electronic energy in Ha: -296.7659
HOMO-LUMO gap (alpha / beta) in eV: 4.11 / 5.69
LUMO energy (alpha / beta) in eV: -16.17 / -16.17
<S²>: 0.76
2S+1: 2
Charge: +3
Energy above the lowest of the compared OMol25 structures with the same formula, charge and spin in eV: 0.000
F_max in eV Å⁻¹: 5.966

Molecular formula: C3H3Li2O3
Method: DFT, the ωB97M-V functional and the def2-TZVPD basis

The geometry in XYZ format:
```
11
Properties=species:S:1:pos:R:3:forces:R:3
O -0.813 1.294 0.499 0.04 1.91 -1.38
C -0.196 2.020 -0.295 -0.02 -0.65 2.02
C 0.654 1.502 -1.316 0.23 -0.43 -1.08
H -0.173 3.112 -0.124 -0.22 -0.12 0.08
H 1.733 1.653 -1.255 -0.39 0.20 -0.21
H 0.203 1.003 -2.178 0.34 -0.13 0.43
Li -0.936 -0.362 1.048 0.09 -1.09 0.72
O 0.574 -3.220 0.728 -1.05 0.74 0.15
C -0.086 -2.181 1.117 0.04 -0.71 0.25
O -0.143 -1.697 2.289 0.20 0.18 -1.40
Li -0.817 -3.125 -0.514 0.74 0.10 0.43
```
Forces are in eV/Å.

## Properties
Electronic energy in Ha: -356.8481
HOMO-LUMO gap (alpha / beta) in eV: 5.93 / 4.19
LUMO energy (alpha / beta) in eV: -0.37 / -1.76
<S²>: 0.76
2S+1: 2
Energy above the lowest of the compared OMol25 structures with the same formula, charge and spin in eV: 0.291
F_max in eV Å⁻¹: 2.359

Molecular formula: C3H3LiMgO2
Method: DFT, the ωB97M-V functional and the def2-TZVPD basis

The geometry in XYZ format:
```
10
Properties=species:S:1:pos:R:3:forces:R:3
H 1.687 -1.561 -0.965 -0.11 0.21 0.79
O -0.584 0.599 1.143 0.64 -0.47 2.75
C 0.313 0.801 0.197 -2.83 6.46 -6.47
C 0.331 0.233 -1.034 0.94 -6.73 3.57
C 0.749 -1.193 -0.485 -0.62 -0.33 -5.03
O 0.131 -1.935 0.265 0.94 0.07 0.08
Li -0.840 -1.243 1.414 -0.92 0.32 1.06
Mg -1.914 1.910 1.820 0.44 -0.04 -0.13
H -0.249 0.555 -1.896 1.75 0.32 -0.62
H 0.375 1.834 -0.460 -0.22 0.20 4.01
```
Forces are in eV/Å.

## Properties
Electronic energy in Ha: -473.8357
HOMO-LUMO gap (alpha / beta) in eV: 7.21 / 7.17
LUMO energy (alpha / beta) in eV: -4.55 / -5.35
<S²>: 0.77
2S+1: 2
Charge: +1
F_max in eV Å⁻¹: 9.571

Molecular formula: C3H3LiNaO3
Method: DFT, the ωB97M-V functional and the def2-TZVPD basis

The geometry in XYZ format:
```
11
Properties=species:S:1:pos:R:3:forces:R:3
O 0.184 -2.201 0.084 0.09 0.21 0.34
C 1.231 -1.436 0.130 -0.25 0.87 -0.52
C 1.105 -0.017 0.500 -0.66 -1.26 0.12
H 2.153 -1.739 -0.397 -0.29 0.00 0.23
H 2.065 0.512 0.526 -0.57 0.10 -0.11
H 0.491 0.102 1.409 0.28 0.25 -0.25
Na -1.754 -1.221 0.348 0.60 -0.04 -0.12
O 0.193 0.862 -0.583 0.04 0.09 0.34
C -1.092 1.143 -0.454 0.65 -0.01 -0.10
O -1.477 2.097 -1.190 -0.86 -0.17 0.33
Li -3.099 1.899 -0.372 0.98 -0.04 -0.25
```
Forces are in eV/Å.

## Properties
Electronic energy in Ha: -511.6033
HOMO-LUMO gap (alpha / beta) in eV: 3.99 / 6.62
LUMO energy (alpha / beta) in eV: -1.18 / -1.19
<S²>: 0.75
2S+1: 2
Energy above the lowest of the compared OMol25 structures with the same formula, charge and spin in eV: 0.249
F_max in eV Å⁻¹: 1.427

Molecular formula: C3H3LiO3V
Method: DFT, the ωB97M-V functional and the def2-TZVPD basis

The geometry in XYZ format:
```
11
Properties=species:S:1:pos:R:3:forces:R:3
O -0.727 1.498 1.321 -3.62 0.96 0.70
C 0.450 1.186 1.131 4.44 -2.22 -2.10
C 0.864 0.606 -0.202 -1.13 0.90 1.12
H 1.222 1.238 1.899 -0.29 0.14 0.17
H 1.940 0.470 -0.241 -0.19 -0.73 -0.20
H 0.531 1.276 -0.992 -0.16 -0.30 -0.29
V -2.112 0.560 0.491 -0.74 -0.20 -0.12
O 0.118 -0.842 -0.632 4.08 0.09 -0.59
C -1.140 -1.088 -0.512 -3.31 0.22 1.58
O -1.557 -2.251 -0.708 1.56 0.97 -0.66
Li 0.410 -2.653 -1.554 -0.63 0.16 0.41
```
Forces are in eV/Å.

## Properties
Electronic energy in Ha: -1293.0421
HOMO-LUMO gap (alpha / beta) in eV: 7.02 / 8.84
LUMO energy (alpha / beta) in eV: -3.97 / -4.17
<S²>: 6.02
2S+1: 5
Charge: +1
Energy above the lowest of the compared OMol25 structures with the same formula, charge and spin in eV: 0.000
F_max in eV Å⁻¹: 5.393

Molecular formula: C3H3LiO4Pt
Method: DFT, the ωB97M-V functional and the def2-TZVPD basis

The geometry in XYZ format:
```
12
Properties=species:S:1:pos:R:3:forces:R:3
O -4.570 -0.462 0.589 1.68 1.88 0.15
O -1.374 -0.231 -0.200 0.22 -0.70 -0.10
C -0.127 0.036 0.160 -0.90 -0.55 -0.05
C -2.336 0.816 -0.331 1.27 1.87 -0.11
O 0.711 -0.869 0.188 0.75 0.09 0.08
O 0.189 1.238 0.516 5.02 -3.62 0.49
C -3.302 0.932 0.702 -2.34 -1.70 0.61
H -2.655 0.930 -1.374 0.13 -0.24 0.47
H -3.990 1.786 0.542 0.33 -0.80 0.36
H -2.953 0.739 1.736 -0.50 0.19 -0.77
Li 2.075 0.453 0.724 -0.83 -0.24 -0.19
Pt -1.140 2.495 0.391 -4.83 3.84 -0.94
```
Forces are in eV/Å.

## Properties
Electronic energy in Ha: -543.7277
HOMO-LUMO gap (alpha / beta) in eV: 5.50 / 6.61
LUMO energy (alpha / beta) in eV: -1.24 / -1.24
<S²>: 2.04
2S+1: 3
Energy above the lowest of the compared OMol25 structures with the same formula, charge and spin in eV: 2.315
F_max in eV Å⁻¹: 6.240